# 1
C6H13O2 | ωB97M-V/def2-TZVPD

Output
Energy relative to the best compared isomer or geometry (same formula, charge and spin) (eV): 5.925
Maximum force (eV Å⁻¹): 4.7
LUMO (eV): -6.407
E (eV): -10514.931
Orbital gap (eV): 8.755
Net charge: +1

Cartesian coordinates (Å):
C 0.6545 1.6435 -0.4638
C 1.1425 0.2402 -0.3302
C -0.6698 1.8105 -0.9573
C -0.0417 -0.4760 0.2821
C 0.4226 -1.9228 0.4436
C -0.4749 0.0296 1.7385
O -1.0976 -1.0307 -1.6624
O -1.2188 -0.3616 -0.4289
H 0.8676 2.2328 0.4389
H 1.2313 2.3076 -1.1335
H 1.2859 -0.0491 -1.4328
H 2.0415 0.0075 0.2892
H -1.2606 2.7482 -0.7497
H -0.8825 1.1648 -1.6971
H -0.5270 -2.6419 0.3718
H 1.0257 -2.1364 1.3590
H 1.0821 -2.1355 -0.4154
H -0.9963 0.9344 1.5168
H 0.3637 0.1084 2.4964
H -1.2265 -0.7272 1.9776
H -1.7217 -1.7465 -1.6429

# 2
C6H13O3P | ωB97M-V/def2-TZVPD

Output
Energy relative to the best compared isomer or geometry (same formula, charge and spin) (eV): 7.381
Maximum force (eV Å⁻¹): 5.5
LUMO (alpha / beta) (eV): 0.591 / 0.662
E (eV): -21857.700
Orbital gap (alpha / beta) (eV): 7.726 / 7.764
Net charge: 0

Cartesian coordinates (Å):
C 1.1233 -2.0185 -1.8175
C 1.8351 -1.0391 -1.2494
C -1.9861 0.2030 0.9213
C -0.5975 1.1137 -0.7101
C -0.5566 0.9670 2.8939
C -1.0178 -0.1147 2.0438
O -1.8027 0.6386 -0.3691
O 0.5836 -1.9375 -3.0473
O 2.2378 -0.9822 0.0762
P -0.3991 1.3369 -2.4693
H 0.9113 -2.9756 -1.3134
H 1.9493 -0.1705 -1.7986
H -3.0964 0.0872 1.0142
H 0.3029 0.8023 -0.1833
H 0.0481 0.4071 3.6474
H -1.4106 1.3140 3.4702
H 0.1238 1.8413 2.6147
H -1.4386 -0.9879 2.5970
H -0.1081 -0.5752 1.4758
H 0.6932 -0.9893 -3.1691
H 3.0779 -1.3859 0.2032
H 0.7850 2.0569 -2.4789
H -1.2580 2.4082 -2.3517

# 3
C6H13O3Ru | ωB97M-V/def2-TZVPD

Output
Energy relative to the best compared isomer or geometry (same formula, charge and spin) (eV): 0.000
Maximum force (eV Å⁻¹): 4.1
⟨S²⟩: 8.7608
LUMO (alpha / beta) (eV): -9.240 / -11.804
E (eV): -15132.561
Orbital gap (alpha / beta) (eV): 8.177 / 6.788
Net charge: +2
Spin multiplicity: 6

Cartesian coordinates (Å):
C 3.0272 -1.4920 -0.7158
O 2.0039 -0.5615 -0.4146
C 1.4554 0.1777 -1.5510
C 0.4077 1.1071 -0.9926
O -0.8878 0.5616 -1.2594
C -1.9243 1.2093 -0.5829
C -2.3303 0.4353 0.6487
O -1.3181 0.5042 1.6318
C -1.2733 -0.6336 2.4618
H 3.3710 -1.9277 0.2275
H 2.6327 -2.2836 -1.3686
H 3.8644 -0.9862 -1.2190
H 1.0466 -0.5591 -2.2605
H 2.2881 0.7194 -2.0244
H 0.4786 2.0995 -1.4652
H -2.8084 1.2928 -1.2413
H -1.6285 2.2393 -0.3026
H -2.5267 -0.6182 0.3792
H -3.2647 0.8652 1.0512
H -0.5029 -0.4594 3.2222
H -2.2458 -0.7973 2.9554
H -0.9949 -1.5270 1.8785
Ru 1.1301 0.6343 0.9416

# 4
C6H13P | ωB97M-V/def2-TZVPD

Output
Energy relative to the best compared isomer or geometry (same formula, charge and spin) (eV): 2.748
Maximum force (eV Å⁻¹): 4.9
LUMO (eV): 0.327
E (eV): -15718.244
Orbital gap (eV): 9.799
Net charge: 0

Cartesian coordinates (Å):
C -0.3008 -0.9004 0.7471
C -0.0409 0.1434 -0.0493
C 1.2032 0.9144 0.0635
C 1.8804 0.8702 -1.3141
C 2.2369 0.2445 1.0709
H 0.2909 -1.0651 1.5660
H -1.0331 -1.6492 0.5155
H -0.5379 0.7285 -0.8347
H 1.1053 1.9783 0.4135
H 1.2163 1.4082 -1.9568
H 1.8932 -0.1703 -1.5291
H 2.9319 1.2825 -1.5787
H 2.3896 -0.7942 0.8055
H 1.8496 0.2237 2.0543
H 3.2510 0.7456 1.0547
C -3.4166 -0.4875 -0.5690
P -4.4702 -0.5815 0.6928
H -3.2784 0.4989 -1.0666
H -2.9355 -1.3205 -1.0011
H -4.2347 -2.0696 0.9157